Density functional theory data (ωB97M-V/def2-TZVPD) for a molecular structure, C31H38Cl2F9HfN3OP2 in a non-equilibrium geometry.

As for the largest force on an atom: 1.44 eV/Å. The calculation puts the frontier orbital gap at 7.15 eV. The energy above the lowest of the compared OMol25 structures with the same formula, charge and spin comes out at 0.00 kJ/mol.

Structure (ORCA input):
```
! wB97M-V def2-TZVPD RIJCOSX def2/J DEFGRID3
* xyz 2 1
Hf -0.26955 -0.32144 0.30636
Cl -1.08962 0.37368 -2.46984
Cl -2.99863 0.55377 -0.41722
P -0.87955 2.58423 0.78298
P 1.48350 1.73782 -1.13894
F -4.27301 -1.05095 1.30013
F -2.91189 -0.22854 4.85939
F -2.82247 -3.13653 4.36397
F -1.18150 -3.39182 2.97895
F -3.50452 0.74581 3.03751
F -4.70912 -1.77388 3.28621
F -1.40916 0.65064 3.59364
F -1.00970 -2.00764 4.63482
F -3.76296 -3.08054 1.82305
O -1.59061 -1.19438 1.67488
N 1.59129 -0.19050 1.77276
N -1.28631 -2.35471 -0.89918
N 1.17313 -1.41414 -0.64291
C 1.17459 -0.99148 2.95634
C -3.82608 -1.83287 2.30001
C 2.15170 1.06325 -2.70790
C -1.47074 5.03911 -2.47180
C 2.38368 -1.69636 0.00831
C 1.79721 -2.17369 -2.92665
C -0.77447 3.36242 -0.87730
C -0.41849 -2.50288 -2.06010
C 3.28289 -2.69756 -0.37754
C 0.12034 -3.21922 -4.28786
C -1.85770 -2.50082 3.71802
C 0.53730 3.78291 -2.85517
C -2.71722 0.96497 -2.11288
C -2.58529 -0.04904 3.59806
C 4.48468 -2.86641 0.28373
C -2.70493 -2.48990 -1.26909
C 3.90829 -1.11003 1.79449
C 0.88533 -2.04356 -1.88107
C -2.40627 -1.36588 2.76802
C 0.23601 3.75554 1.67245
C -0.95759 -3.48878 0.01697
C -2.43704 3.27235 1.47136
C 1.41792 -2.76254 -4.12118
C 2.05554 1.12533 2.26355
C -0.34961 4.77497 -3.24328
C -0.79845 -3.08798 -3.25730
C 0.33218 3.06140 -1.68309
C 2.68867 -0.95404 1.15038
C 4.82670 -2.03923 1.34409
C 2.96280 2.75822 -0.71851
C -1.68000 4.33853 -1.29328
H -2.55504 4.56529 -0.70047
H -2.93770 -1.85102 -2.11902
H -1.03745 -4.43426 -0.52324
H 3.17635 3.41372 -1.56137
H 1.39826 3.57923 -3.47822
H 1.20761 1.69243 2.63568
H -1.80418 -3.45231 -3.41307
H -2.46118 3.04828 2.53496
H 2.80788 -1.81186 -2.80759
H -3.33529 -2.22071 -0.42990
H -2.17393 5.80525 -2.77036
H -2.74853 2.04111 -2.24476
H 3.81666 2.09857 -0.55418
H -0.17901 -3.69006 -5.21403
H 2.03232 -1.22427 3.58829
H 2.55616 1.66407 1.46653
H 1.28092 3.63773 1.40036
H 2.13795 -2.86638 -4.92160
H -2.41872 4.35594 1.37220
H 0.05624 -3.39687 0.40284
H 4.14556 -0.52835 2.67617
H -2.93639 -3.52127 -1.54274
H -1.65382 -3.50872 0.84843
H 5.77534 -2.15002 1.84983
H 0.12649 3.61341 2.74902
H -0.16101 5.34177 -4.14521
H -3.44007 0.45326 -2.73924
H 2.75900 1.00256 3.08735
H 2.56291 1.85805 -3.32646
H 0.74213 -1.93337 2.62557
H 0.46922 -0.42042 3.54797
H -0.06924 4.77022 1.42030
H 2.97308 0.39852 -2.43960
H 3.02169 -3.36269 -1.18663
H 1.41960 0.50171 -3.28019
H 5.15797 -3.65234 -0.03078
H 2.81500 3.37914 0.16225
H -3.33804 2.87702 1.01262
*
```

---

Density functional theory data (ωB97M-V/def2-TZVPD) for a molecular structure, C31H38ClCuF3INO6S.

As for the largest force on an atom: 0.82 eV/Å. The calculation puts the frontier orbital gap at 5.84 eV.

Structure (ORCA input):
```
! wB97M-V def2-TZVPD RIJCOSX def2/J DEFGRID3
* xyz 1 1
I -3.82923 1.18811 3.04783
Cu -0.19301 2.87483 5.08257
Cl -0.59443 5.03437 -2.55424
S -2.12400 4.82020 -1.23917
F 6.19880 2.76288 -0.61727
F 7.68223 1.50131 -1.59228
F 6.36557 2.77532 -2.77557
O 1.05350 -3.31322 -1.09710
O -2.70811 3.53960 -1.49094
O -2.92601 5.99958 -1.27780
O 1.21038 -2.40780 1.61716
O 3.79064 1.48813 0.83291
O 5.59499 0.93174 -1.76512
N -1.62865 -1.98206 1.58555
C -0.37476 -0.04366 2.45084
C -0.74878 1.20098 2.96182
C 1.83019 3.62303 1.50336
C -1.88622 1.45122 3.90917
C -2.59084 -3.68485 -3.43469
C 1.21251 4.23394 0.21683
C 3.26856 -0.90430 -2.71775
C 0.24730 -3.74487 -2.21216
C 1.52839 1.06728 1.36760
C -0.00786 2.34916 2.62750
C -2.21190 -3.33893 -4.88182
C 2.69224 -0.09433 -0.55019
C -1.70018 0.78483 5.28695
C 1.27306 -1.35911 1.02451
C -1.64829 -4.07250 -0.55797
C -4.12379 -3.86060 -3.30676
C 4.22751 1.29198 -2.04727
C 1.79382 -2.20548 -1.29829
C 0.12512 5.29291 0.45043
C 3.37632 0.09508 -1.74777
C 6.44588 1.97247 -1.68653
C -1.80404 -4.91776 -2.94133
C 1.90376 -1.22890 -0.30997
C 2.50478 -2.03296 -2.49027
C 2.77803 0.89035 0.55722
C 0.76723 -0.07788 1.63949
C -1.15352 -1.30216 2.78216
C -0.86849 -4.65641 -1.75154
C -2.75582 1.20955 6.31545
C -1.30126 4.74616 0.35814
C 1.13796 2.32399 1.83699
H -1.61387 -2.98092 -0.59511
H 2.88537 3.45858 1.33393
H 2.00348 4.67494 -0.38739
H -2.92092 -2.62083 -5.29535
H -1.20364 -5.30427 -3.77042
H -2.70554 -4.32758 -0.63782
H -0.66849 1.12662 5.58628
H 0.23581 6.07433 -0.29915
H -0.43442 -5.60791 -1.43740
H 0.78313 3.43260 -0.38829
H 4.16046 1.53581 -3.10673
H -4.54634 -3.06736 -2.68872
H -2.41655 -2.57700 1.80606
H -4.40664 -4.81425 -2.86822
H 0.24311 5.79391 1.41196
H -4.60280 -3.75552 -4.27953
H 3.94841 2.16154 -1.45800
H -0.91622 -2.59355 1.21025
H -2.48570 -5.71843 -2.65711
H -2.27934 1.47604 7.25912
H -0.34724 3.32724 2.99589
H -1.57849 -0.29183 5.23384
H -3.44631 0.40007 6.52785
H 0.86758 -4.29177 -2.92452
H -2.03303 -1.03396 3.36035
H 3.79165 -0.78368 -3.65672
H -3.30560 2.08732 5.97778
H -2.20670 -4.22700 -5.51242
H -2.32400 -2.80355 -2.84785
H -0.52969 -1.92674 3.43223
H -1.23417 -2.85430 -4.92801
H -1.97720 5.32541 0.98763
H -0.16458 -2.85545 -2.69440
H -1.39171 3.69894 0.63932
H 1.67031 4.31037 2.33363
H -1.25869 -4.42228 0.39434
H 2.44542 -2.79626 -3.25089
H -1.86644 2.54945 4.08287
*
```

---

> frontier orbital gap of number 2 (C31H38ClCuF3INO6S)?

5.84 eV

---

> Which of these has the lowest frontier orbital gap?

C31H38ClCuF3INO6S